<1>
A cluster of 40 separate species, H80O40 in total. Source: the Open Molecules 2025 dataset; level of theory: wB97M-V/def2-TZVPD.

Last columns: bonded neighbours and bond lengths (Å).
Cartesian coordinates (Å):
1 H -3.496 -0.726 -1.194  O94 0.937
2 O 0.855 -0.452 1.148  H34 1.006, H105 0.967
3 H -3.182 0.687 -0.220  O94 0.946
4 H -2.371 1.885 -3.546  O93 0.958
5 O -0.810 2.241 -5.699  H40 0.963, H42 0.978
6 O 1.054 -5.402 2.360  H89 0.944, H114 0.960
7 H -3.189 -5.606 1.938  O102 0.964
8 H -2.009 -3.422 -4.536  O73 0.959
9 H 1.523 3.414 -2.993  O65 0.956
10 O -4.776 -0.498 3.105  H47 0.923, H61 0.961
11 H 5.544 1.809 -0.216  O64 0.950
12 H -1.510 -2.883 -3.099  O73 0.952
13 H 5.257 1.000 3.946  O36 0.965
14 O 1.232 2.769 0.667  H70 0.968, H74 0.962
15 H 1.562 1.255 3.216  O49 0.967
16 H -5.168 -2.194 -0.273  O19 0.947
17 H -0.178 -0.899 -2.926  O21 0.970
18 H -3.169 -4.014 3.284  O81 0.958
19 O -6.083 -1.979 -0.387  H16 0.947, H85 0.968
20 O -5.419 1.374 -0.655  H41 0.978, H71 0.963
21 O -0.634 -0.776 -2.078  H17 0.970, H30 0.963
22 H 3.042 -1.266 5.413  O67 0.958
23 H 1.350 -3.299 -0.057  O55 0.967
24 O -1.893 3.254 2.337  H101 0.978, H103 0.978
25 O 3.803 4.149 -1.756  H43 0.951, H62 0.960
26 H 0.652 4.741 -2.822  O65 0.974
27 H -1.447 -3.676 -0.422  O28 0.958
28 O -2.235 -3.139 -0.323  H27 0.958, H31 0.960
29 H 5.501 3.176 -0.973  O64 0.956
30 H -0.967 -1.665 -1.918  O21 0.963
31 H -2.123 -2.569 0.441  O28 0.960
32 H 0.933 0.541 -3.502  O39 0.960
33 O -1.402 -5.604 -2.907  H57 0.957, H119 0.961
34 H 1.403 -0.894 0.429  O2 1.006
35 H -0.297 -4.329 2.378  O107 0.985
36 O 4.802 0.153 4.030  H13 0.965, H96 0.971
37 H 2.507 0.769 -1.428  O118 0.978
38 H 2.394 -1.235 4.159  O77 0.948
39 O 0.625 0.482 -4.410  H32 0.960, H91 0.963
40 H -1.715 2.126 -6.010  O5 0.963
41 H -4.657 1.217 -1.247  O20 0.978
42 H -0.730 1.547 -5.015  O5 0.978
43 H 4.019 3.435 -2.345  O25 0.951
44 H -0.152 3.611 -0.488  O83 1.001
45 O -1.565 0.646 1.892  H82 0.952, H109 1.006
46 O 3.489 0.960 -3.080  H110 0.957, H115 0.951
47 H -5.598 -0.113 3.275  O10 0.923
48 H -3.972 1.704 2.732  O87 0.951
49 O 0.841 1.876 3.388  H15 0.967, H54 0.953
50 H 0.396 -3.110 1.606  O107 0.954
51 O -0.589 5.444 3.253  H66 0.963, H86 0.964
52 H -1.296 4.158 -1.239  O83 0.949
53 H 0.182 -1.992 3.553  O120 0.937
54 H 0.254 1.673 2.666  O49 0.953
55 O 1.110 -2.631 -0.713  H23 0.967, H68 0.968
56 H -4.457 -3.503 3.527  O81 0.966
57 H -0.776 -4.919 -2.672  O33 0.957
58 H -1.226 1.352 -1.052  O95 0.965
59 H -3.971 2.248 1.139  O87 0.953
60 H 4.797 -4.151 1.949  O80 0.961
61 H -4.570 -0.326 2.182  O10 0.961
62 H 4.403 4.883 -1.913  O25 0.960
63 H 2.958 -2.323 3.440  O77 0.969
64 O 5.584 2.228 -1.068  H11 0.950, H29 0.956
65 O 0.640 3.771 -2.917  H9 0.956, H26 0.974
66 H -1.390 5.942 3.060  O51 0.963
67 O 2.990 -0.667 6.158  H22 0.958, H84 0.952
68 H 0.372 -2.217 -0.243  O55 0.968
69 H 3.004 -2.063 -2.502  O117 0.973
70 H 1.444 1.839 0.503  O14 0.968
71 H -6.044 1.696 -1.313  O20 0.963
72 H -0.219 6.270 -1.814  O98 0.952
73 O -1.702 -2.681 -4.010  H8 0.959, H12 0.952
74 H 2.036 3.065 1.105  O14 0.962
75 H 4.487 3.749 3.135  O78 0.960
76 H 3.201 -1.630 -4.014  O117 0.956
77 O 2.649 -1.421 3.265  H38 0.948, H63 0.969
78 O 5.084 3.031 2.916  H75 0.960, H106 0.947
79 O -2.681 -0.090 -4.722  H88 0.968, H100 0.965
80 O 3.912 -3.991 1.608  H60 0.961, H116 0.966
81 O -4.071 -4.327 3.203  H18 0.958, H56 0.966
82 H -2.178 0.520 1.175  O45 0.952
83 O -0.870 4.303 -0.403  H44 1.001, H52 0.949
84 H 2.176 -0.212 6.348  O67 0.952
85 H -6.230 -2.591 -1.122  O19 0.968
86 H -0.173 5.543 2.388  O51 0.964
87 O -4.075 1.566 1.797  H48 0.951, H59 0.953
88 H -1.881 -0.060 -4.178  O79 0.968
89 H 0.653 -6.215 2.625  O6 0.944
90 H 0.873 5.509 -1.016  O98 0.960
91 H 0.376 -0.411 -4.672  O39 0.963
92 H -0.714 1.907 -2.242  O95 0.968
93 O -3.277 2.067 -3.297  H4 0.958, H97 0.966
94 O -3.046 0.039 -0.896  H1 0.937, H3 0.946
95 O -0.398 1.754 -1.341  H58 0.965, H92 0.968
96 H 4.670 0.031 4.983  O36 0.971
97 H -3.608 1.857 -4.180  O93 0.966
98 O 0.720 6.141 -1.723  H72 0.952, H90 0.960
99 H 1.227 -0.244 -1.669  O118 0.980
100 H -3.072 -0.816 -4.221  O79 0.965
101 H -1.266 3.556 1.649  O24 0.978
102 O -2.988 -5.581 0.995  H7 0.964, H108 0.960
103 H -1.164 3.044 2.954  O24 0.978
104 H 4.198 -1.005 -1.377  O113 0.950
105 H 0.367 0.109 0.530  O2 0.967
106 H 4.665 2.386 2.364  O78 0.947
107 O -0.413 -3.602 1.724  H35 0.985, H50 0.954
108 H -3.010 -4.651 0.759  O102 0.960
109 H -1.596 1.631 2.088  O45 1.006
110 H 3.966 0.210 -2.724  O46 0.957
111 H 2.878 -1.147 -0.513  O113 1.013
112 H -0.739 -0.705 3.625  O120 0.963
113 O 3.798 -1.529 -0.693  H104 0.950, H111 1.013
114 H 1.845 -5.035 2.760  O6 0.960
115 H 3.688 1.685 -2.498  O46 0.951
116 H 3.857 -4.776 1.048  O80 0.966
117 O 2.568 -1.924 -3.361  H69 0.973, H76 0.956
118 O 1.887 0.119 -1.041  H37 0.978, H99 0.980
119 H -1.976 -5.854 -2.178  O33 0.961
120 O 0.109 -1.104 3.843  H53 0.937, H112 0.963

- E_LUMO (eV) = -0.437
- E_HOMO (eV) = -10.3
- orbital gap (eV) = 9.91

=====

<2>
A cluster of 40 separate species, H80O40 in total. Source: the Open Molecules 2025 dataset; level of theory: wB97M-V/def2-TZVPD.

Last columns: bonded neighbours and bond lengths (Å).
Cartesian coordinates (Å):
1 O -4.870 -0.427 -0.337  H67 0.961, H118 0.964
2 O -2.385 -2.598 4.681  H7 0.958, H119 0.957
3 H -1.930 -1.252 1.630  O13 0.979
4 H -1.880 1.248 -2.712  O97 0.963
5 H 3.100 5.122 1.427  O106 0.960
6 H 2.613 -3.990 0.235  O115 0.971
7 H -2.134 -3.403 5.135  O2 0.958
8 H -4.539 1.425 3.868  O16 0.962
9 H -0.792 -1.629 -3.207  O79 0.961
10 O 0.846 0.708 -0.146  H58 0.962, H64 0.975
11 O -0.193 5.993 0.709  H28 0.962, H63 0.957
12 H -4.232 4.373 1.995  O96 0.969
13 O -1.356 -2.030 1.785  H3 0.979, H24 0.955
14 H 1.084 -4.275 -2.614  O29 0.964
15 H 0.730 -6.723 -0.980  O120 0.953
16 O -4.102 2.154 3.416  H8 0.962, H90 0.959
17 H -1.632 -2.789 -4.028  O79 0.961
18 H 3.815 -1.518 -3.712  O62 0.992
19 H -0.657 1.707 -3.529  O97 0.958
20 H -1.304 -0.046 -0.955  O61 0.982
21 H 3.648 1.584 2.845  O100 0.963
22 H -0.735 1.098 -6.063  O105 0.967
23 H 1.332 1.428 3.133  O91 0.974
24 H -1.717 -2.462 2.557  O13 0.955
25 O 4.130 2.102 -0.830  H51 0.966, H114 0.961
26 O -1.964 1.519 -0.673  H35 0.969, H55 0.980
27 H 0.862 -6.705 0.554  O120 0.968
28 H 0.344 6.784 0.608  O11 0.962
29 O 1.054 -3.778 -3.439  H14 0.964, H110 0.981
30 O 0.426 3.266 -0.279  H82 0.969, H89 0.969
31 H 2.902 -1.354 0.137  O72 0.969
32 O -4.583 2.970 -3.617  H60 0.958, H73 0.959
33 H 2.188 -0.602 2.896  O98 0.961
34 H 1.763 4.842 0.665  O106 0.956
35 H -2.647 2.192 -0.812  O26 0.969
36 O 0.929 -4.013 5.040  H47 0.961, H111 0.971
37 H 3.660 -1.877 -0.967  O72 0.973
38 O 6.690 1.192 -0.714  H52 0.958, H92 0.949
39 H -4.031 2.988 1.806  O96 0.977
40 H -3.000 -0.764 -4.130  O69 0.965
41 H -1.224 -0.112 4.168  O75 0.944
42 H -0.544 2.870 5.255  O116 0.977
43 O 0.204 3.593 2.354  H86 0.977, H104 0.951
44 O -4.579 -2.802 2.027  H85 0.959, H113 0.955
45 H 4.098 2.190 1.521  O100 0.966
46 H 3.262 2.191 -4.336  O88 0.967
47 H 1.484 -3.229 5.082  O36 0.961
48 H 4.757 -0.476 -3.782  O62 0.971
49 H 3.623 1.015 -3.531  O88 0.984
50 O -1.700 4.309 -2.258  H59 0.964, H84 0.956
51 H 3.321 1.588 -0.953  O25 0.966
52 H 6.265 0.471 -1.180  O38 0.958
53 H -2.555 -2.298 -1.279  O103 0.975
54 H 2.084 3.043 -3.385  O77 0.964
55 H -1.204 2.070 -0.391  O26 0.980
56 H 2.348 -5.501 0.350  O115 0.976
57 H 1.938 1.750 4.322  O91 0.977
58 H 0.995 -0.239 -0.058  O10 0.962
59 H -0.817 4.123 -2.599  O50 0.964
60 H -3.770 2.583 -3.291  O32 0.958
61 O -1.236 -1.009 -0.773  H20 0.982, H94 0.954
62 O 4.036 -0.713 -3.176  H18 0.992, H48 0.971
63 H 0.245 5.482 1.390  O11 0.957
64 H 1.159 0.877 0.761  O10 0.975
65 H 1.483 4.301 -2.645  O77 0.957
66 O -2.824 0.076 2.161  H87 0.964, H95 0.969
67 H -4.586 0.325 0.190  O1 0.961
68 H -0.942 -4.010 1.858  O102 0.972
69 O -3.691 -0.868 -4.795  H40 0.965, H76 0.961
70 H -0.117 0.741 4.734  O75 0.984
71 H 0.125 3.959 5.763  O116 0.969
72 O 3.257 -2.210 -0.146  H31 0.969, H37 0.973
73 H -4.301 3.174 -4.511  O32 0.959
74 H 2.670 -3.142 -3.938  O108 0.972
75 O -0.998 0.794 4.300  H41 0.944, H70 0.984
76 H -4.377 -1.298 -4.276  O69 0.961
77 O 1.331 3.389 -2.892  H54 0.964, H65 0.957
78 H -1.227 -3.228 -1.420  O117 0.983
79 O -1.358 -2.405 -3.191  H9 0.961, H17 0.961
80 H 3.517 -3.637 -5.150  O108 0.958
81 H -0.649 -4.815 0.775  O102 0.972
82 H 1.088 2.767 -0.782  O30 0.969
83 H 1.243 -3.462 2.245  O109 0.971
84 H -1.562 4.459 -1.324  O50 0.956
85 H -5.274 -3.192 1.495  O44 0.959
86 H 0.077 3.434 3.310  O43 0.977
87 H -2.934 0.803 1.537  O66 0.964
88 O 3.673 1.996 -3.483  H46 0.967, H49 0.984
89 H 0.730 3.041 0.613  O30 0.969
90 H -3.169 2.028 3.601  O16 0.959
91 O 1.513 0.948 3.961  H23 0.974, H57 0.977
92 H 6.291 2.013 -0.971  O38 0.949
93 H 0.573 1.413 -6.692  O105 0.965
94 H -0.469 -1.203 -0.240  O61 0.954
95 H -2.107 0.407 2.722  O66 0.969
96 O -4.055 3.787 1.244  H12 0.969, H39 0.977
97 O -1.522 1.303 -3.605  H4 0.963, H19 0.958
98 O 1.862 -0.577 1.993  H33 0.961, H101 0.965
99 H 2.552 -3.955 2.564  O109 0.982
100 O 3.561 2.376 2.303  H21 0.963, H45 0.966
101 H 1.256 -1.326 1.930  O98 0.965
102 O -0.586 -4.906 1.740  H68 0.972, H81 0.972
103 O -3.319 -2.704 -0.831  H53 0.975, H107 0.954
104 H -0.516 3.698 1.742  O43 0.951
105 O 0.213 1.003 -5.896  H22 0.967, H93 0.965
106 O 2.528 5.414 0.713  H5 0.960, H34 0.956
107 H -3.245 -2.149 -0.058  O103 0.954
108 O 3.385 -2.902 -4.550  H74 0.972, H80 0.958
109 O 1.945 -3.252 2.882  H83 0.971, H99 0.982
110 H 0.156 -3.392 -3.355  O29 0.981
111 H 1.296 -4.378 4.218  O36 0.971
112 H -0.905 -4.604 -1.114  O117 0.966
113 H -4.110 -2.156 1.501  O44 0.955
114 H 4.172 2.538 -1.687  O25 0.961
115 O 2.774 -4.754 0.811  H6 0.971, H56 0.976
116 O -0.345 3.772 4.937  H42 0.977, H71 0.969
117 O -0.454 -3.750 -1.108  H78 0.983, H112 0.966
118 H -5.831 -0.359 -0.343  O1 0.964
119 H -2.770 -2.717 3.813  O2 0.957
120 O 1.352 -6.848 -0.268  H15 0.953, H27 0.968

- E_LUMO (eV) = -0.506
- E_HOMO (eV) = -10.4
- orbital gap (eV) = 9.94

=====

<3>
A cluster of 40 separate species, H80O40 in total. Source: the Open Molecules 2025 dataset; level of theory: wB97M-V/def2-TZVPD.

Last columns: bonded neighbours and bond lengths (Å).
Cartesian coordinates (Å):
1 O -2.813 3.409 3.771  H58 0.990, H65 0.930
2 H -2.100 -0.062 -6.219  O30 0.958
3 O -3.722 -5.281 2.356  H22 0.989, H68 0.977
4 H -3.198 0.370 -5.274  O30 0.965
5 H 0.580 -5.113 0.682  O117 0.979
6 O -1.819 0.954 5.804  H26 1.012, H69 1.026
7 H -0.333 -1.158 2.800  O106 0.968
8 H 0.038 -1.203 -5.043  O76 0.943
9 O 1.602 -0.441 3.295  H29 0.950, H87 0.933
10 H -2.956 -1.974 3.880  O38 0.939
11 H 0.326 5.252 -1.310  O73 0.968
12 H 3.657 0.914 1.811  O120 0.989
13 H -2.893 -2.252 -5.560  O96 0.958
14 O 3.578 2.189 3.047  H59 0.949, H80 0.956
15 O -0.176 3.424 3.302  H34 0.943, H67 0.931
16 H -1.555 2.985 -3.339  O31 0.952
17 H 1.953 3.975 0.591  O55 0.929
18 H -1.796 -2.572 -1.198  O50 1.027
19 H -4.538 0.677 0.195  O78 0.936
20 H 6.194 -2.047 -0.260  O41 0.974
21 H 1.869 -3.518 -4.228  O23 0.911
22 H -3.581 -5.360 1.380  O3 0.989
23 O 1.703 -4.294 -4.675  H21 0.911, H94 0.974
24 H 0.340 2.549 -1.825  O85 1.012
25 H -2.076 -1.878 1.480  O42 0.963
26 H -2.214 0.023 5.796  O6 1.012
27 H 5.011 -1.679 3.440  O103 0.966
28 H -0.155 -5.635 -0.415  O117 1.028
29 H 1.826 0.391 2.894  O9 0.950
30 O -3.031 -0.197 -6.036  H2 0.958, H4 0.965
31 O -1.853 2.746 -4.212  H16 0.952, H119 0.994
32 H 3.653 -0.608 -4.382  O111 0.952
33 H 0.044 -2.099 -2.753  O92 0.964
34 H 0.520 2.788 3.319  O15 0.943
35 H 3.173 -0.267 -2.904  O111 0.949
36 H 1.533 2.477 0.407  O55 0.941
37 H -3.686 1.594 -2.059  O102 1.004
38 O -3.545 -1.890 4.606  H10 0.939, H46 0.948
39 H 1.842 5.656 -1.065  O73 0.964
40 H 4.323 -3.046 -1.329  O115 0.968
41 O 6.782 -1.303 -0.036  H20 0.974, H75 1.008
42 O -2.441 -2.730 1.219  H25 0.963, H93 1.019
43 H -4.962 1.184 3.433  O52 0.956
44 H -2.623 0.293 0.715  O99 0.990
45 O 1.020 0.092 0.068  H54 1.036, H107 0.962
46 H -4.458 -1.909 4.349  O38 0.948
47 H -1.680 -4.960 -3.389  O53 1.071
48 O 5.311 2.050 -0.150  H101 0.957, H110 0.922
49 O -1.665 2.570 1.412  H84 0.976, H90 0.967
50 O -1.719 -1.563 -1.375  H18 1.027, H112 0.952
51 O 3.057 1.563 5.715  H60 0.964, H81 1.043
52 O -4.677 1.099 4.342  H43 0.956, H114 1.013
53 O -1.420 -4.417 -2.503  H47 1.071, H82 0.939
54 H 0.995 0.651 -0.805  O45 1.036
55 O 1.946 3.120 0.955  H17 0.929, H36 0.941
56 H -6.119 -2.187 -1.664  O98 0.943
57 H 1.465 -1.787 -0.597  O66 0.982
58 H -3.613 2.894 4.047  O1 0.990
59 H 3.376 1.962 3.946  O14 0.949
60 H 2.232 1.991 5.970  O51 0.964
61 H -0.834 -1.003 4.337  O106 1.025
62 H -2.857 -0.348 -0.657  O99 0.978
63 H 1.588 -3.079 -1.191  O66 0.981
64 H 0.922 -0.927 -3.258  O92 0.933
65 H -1.989 3.251 4.172  O1 0.930
66 O 1.471 -2.719 -0.286  H57 0.982, H63 0.981
67 H 0.274 4.203 3.063  O15 0.931
68 H -2.797 -5.074 2.595  O3 0.977
69 H -2.670 1.524 5.867  O6 1.026
70 H 2.115 3.484 -2.354  O86 0.948
71 H 4.039 -1.165 2.172  O103 0.996
72 H 1.206 3.900 -3.358  O86 0.988
73 O 1.199 4.938 -1.032  H11 0.968, H39 0.964
74 H 1.607 -4.230 3.163  O89 0.992
75 H 6.287 -0.610 -0.574  O41 1.008
76 O -0.052 -0.423 -5.566  H8 0.943, H91 0.942
77 H -4.350 2.231 0.377  O78 0.967
78 O -4.966 1.509 0.192  H19 0.936, H77 0.967
79 H 2.326 0.314 1.218  O120 0.991
80 H 2.869 2.711 2.676  O14 0.956
81 H 2.559 0.731 5.332  O51 1.043
82 H -2.025 -3.720 -2.673  O53 0.939
83 O -2.878 4.238 -1.520  H100 0.983, H105 0.987
84 H -0.877 3.003 1.791  O49 0.976
85 O -0.199 1.892 -1.276  H24 1.012, H97 0.940
86 O 1.646 3.066 -3.065  H70 0.948, H72 0.988
87 H 2.107 -1.167 2.996  O9 0.933
88 H -2.587 0.800 -2.596  O102 0.950
89 O 1.394 -3.510 3.812  H74 0.992, H95 0.982
90 H -2.316 2.714 2.112  O49 0.967
91 H 0.787 -0.044 -5.362  O76 0.942
92 O 0.921 -1.839 -3.058  H33 0.964, H64 0.933
93 H -2.828 -3.190 2.041  O42 1.019
94 H 0.748 -4.184 -4.830  O23 0.974
95 H 2.227 -3.012 3.666  O89 0.982
96 O -2.038 -2.525 -5.224  H13 0.958, H108 0.926
97 H -1.030 2.060 -0.872  O85 0.940
98 O -5.418 -1.851 -2.199  H56 0.943, H118 0.922
99 O -2.620 0.509 -0.251  H44 0.990, H62 0.978
100 H -2.922 3.452 -0.933  O83 0.983
101 H 6.232 1.851 -0.318  O48 0.957
102 O -3.294 1.332 -2.945  H37 1.004, H88 0.950
103 O 4.667 -1.838 2.551  H27 0.966, H71 0.996
104 H 4.294 3.571 -1.254  O116 0.980
105 H -3.336 4.898 -0.946  O83 0.987
106 O -0.949 -0.677 3.372  H7 0.968, H61 1.025
107 H 0.134 0.249 0.408  O45 0.962
108 H -1.960 -2.625 -4.306  O96 0.926
109 H 5.452 -3.442 -2.312  O115 0.991
110 H 4.997 1.562 0.566  O48 0.922
111 O 3.364 0.064 -3.772  H32 0.952, H35 0.949
112 H -1.412 -1.039 -0.642  O50 0.952
113 H 4.533 3.675 -2.806  O116 0.970
114 H -4.515 0.104 4.439  O52 1.013
115 O 5.286 -3.051 -1.417  H40 0.968, H109 0.991
116 O 4.002 4.025 -2.073  H104 0.980, H113 0.970
117 O -0.207 -5.690 0.610  H5 0.979, H28 1.028
118 H -4.996 -1.047 -2.041  O98 0.922
119 H -2.122 3.679 -4.428  O31 0.994
120 O 3.262 0.082 1.451  H12 0.989, H79 0.991

- E_LUMO (eV) = -0.732
- E_HOMO (eV) = -10.3
- orbital gap (eV) = 9.54

=====

<4>
A cluster of 40 separate species, H80O40 in total. Source: the Open Molecules 2025 dataset; level of theory: wB97M-V/def2-TZVPD.

Last columns: bonded neighbours and bond lengths (Å).
Cartesian coordinates (Å):
1 H -1.292 -1.794 -1.507  O109 0.942
2 H 0.124 4.725 -0.386  O47 0.983
3 H -0.297 -4.765 -0.462  O81 1.003
4 O 2.455 -1.736 2.063  H31 0.936, H105 1.002
5 H 0.452 0.589 3.418  O63 1.059
6 H 1.749 3.541 -0.579  O73 0.962
7 O 5.238 -0.263 2.551  H14 0.969, H22 0.959
8 H -3.362 -2.784 4.303  O82 0.972
9 H -0.091 -1.793 -2.704  O109 1.035
10 H 3.252 4.910 3.272  O86 0.939
11 H 2.121 -0.570 5.953  O79 0.982
12 O 1.812 4.961 0.424  H17 0.970, H65 0.961
13 H -0.801 -3.860 -2.953  O16 0.957
14 H 4.942 -0.173 1.633  O7 0.969
15 H -0.858 -3.423 4.046  O119 0.993
16 O -0.055 -3.416 -3.357  H13 0.957, H40 0.979
17 H 2.141 5.800 0.066  O12 0.970
18 O 3.193 -1.975 -4.495  H30 1.019, H57 0.973
19 H 1.338 -3.925 -0.445  O49 0.952
20 H 1.757 -2.044 6.084  O79 0.962
21 H 1.930 -3.328 -1.611  O49 1.018
22 H 4.805 -0.955 3.056  O7 0.959
23 H -3.050 2.438 -3.047  O103 0.987
24 H 0.445 -0.561 1.716  O101 0.941
25 O -3.121 -0.022 -4.367  H50 0.946, H111 1.016
26 H 1.119 -1.083 -5.388  O76 0.969
27 H 5.747 -1.372 -0.733  O117 0.951
28 H 1.782 1.025 3.607  O63 0.960
29 H -2.434 -0.867 -5.855  O35 1.003
30 H 2.537 -2.322 -3.797  O18 1.019
31 H 3.380 -1.671 2.197  O4 0.936
32 H -1.632 -4.470 0.245  O81 0.944
33 H -3.693 3.592 -3.813  O103 0.940
34 H -2.001 0.586 0.594  O41 0.966
35 O -1.853 -1.627 -5.554  H29 1.003, H120 1.001
36 H 1.261 4.794 -3.157  O66 0.970
37 O 2.659 -1.488 -1.125  H69 0.991, H104 0.954
38 O 2.011 2.128 2.085  H46 0.943, H110 0.966
39 H 2.167 3.799 -3.669  O66 1.032
40 H -0.486 -3.117 -4.183  O16 0.979
41 O -2.732 -0.040 0.511  H34 0.966, H93 0.968
42 O 2.471 -5.079 -2.986  H43 1.040, H72 1.006
43 H 1.885 -5.572 -2.283  O42 1.040
44 H 0.008 2.509 1.967  O56 0.952
45 H -1.671 4.863 -3.934  O77 1.024
46 H 2.250 1.961 1.188  O38 0.943
47 O -0.817 4.780 -0.107  H2 0.983, H62 0.975
48 H 0.095 2.854 3.356  O56 1.021
49 O 1.009 -3.437 -1.193  H19 0.952, H21 1.018
50 H -3.347 0.897 -4.371  O25 0.946
51 O 4.353 2.701 -2.621  H52 0.959, H87 1.019
52 H 4.331 3.658 -2.678  O51 0.959
53 H 1.820 -6.776 0.561  O71 0.954
54 O -2.877 -0.193 5.889  H74 0.974, H84 0.954
55 H -2.942 2.670 -0.721  O67 0.970
56 O -0.161 3.298 2.473  H44 0.952, H48 1.021
57 H 3.991 -2.221 -3.994  O18 0.973
58 H -1.215 3.437 -3.668  O77 0.990
59 H 4.491 0.790 3.638  O85 0.950
60 O -4.550 2.724 1.981  H70 0.965, H78 0.963
61 O -5.577 -2.145 1.152  H80 0.973, H108 0.972
62 H -0.717 4.943 0.848  O47 0.975
63 O 0.999 1.117 4.155  H5 1.059, H28 0.960
64 H 6.449 -0.305 0.218  O117 0.939
65 H 1.127 5.276 1.019  O12 0.961
66 O 1.911 4.198 -2.753  H36 0.970, H39 1.032
67 O -1.977 2.642 -0.636  H55 0.970, H118 0.990
68 O -3.839 -3.816 0.324  H88 0.961, H113 0.946
69 H 2.854 -0.721 -0.529  O37 0.991
70 H -3.908 2.867 2.686  O60 0.965
71 O 2.125 -6.050 0.023  H53 0.954, H102 0.976
72 H 1.702 -4.886 -3.606  O42 1.006
73 O 1.684 2.585 -0.491  H6 0.962, H96 0.945
74 H -2.141 0.213 6.382  O54 0.974
75 H -1.221 2.736 4.679  O95 0.988
76 O 0.467 -0.724 -4.768  H26 0.969, H114 1.044
77 O -1.965 4.032 -3.414  H45 1.024, H58 0.990
78 H -4.671 1.789 2.173  O60 0.963
79 O 2.508 -1.448 6.161  H11 0.982, H20 0.962
80 H -4.797 -2.448 0.657  O61 0.973
81 O -0.901 -5.067 0.280  H3 1.003, H32 0.944
82 O -3.408 -2.068 3.647  H8 0.972, H107 0.984
83 H 3.965 3.796 4.309  O86 0.956
84 H -2.749 -0.604 5.037  O54 0.954
85 O 4.044 1.392 4.221  H59 0.950, H90 0.946
86 O 3.895 4.255 3.473  H10 0.939, H83 0.956
87 H 3.342 2.584 -2.674  O51 1.019
88 H -3.843 -4.210 1.201  O68 0.961
89 O -5.226 0.210 -1.858  H91 0.926, H115 0.973
90 H 4.124 2.221 3.773  O85 0.946
91 H -4.386 -0.152 -1.711  O89 0.926
92 H 0.433 0.700 -3.796  O98 1.033
93 H -3.127 0.174 1.370  O41 0.968
94 O -3.672 -1.826 -1.618  H100 0.975, H112 0.944
95 O -2.057 3.146 4.347  H75 0.988, H97 0.960
96 H 1.523 2.104 -1.288  O73 0.945
97 H -1.815 3.679 3.586  O95 0.960
98 O 0.268 1.061 -2.843  H92 1.033, H106 0.948
99 H 0.052 0.749 0.903  O101 0.963
100 H -3.366 -1.762 -0.694  O94 0.975
101 O -0.166 0.149 1.623  H24 0.941, H99 0.963
102 H 2.486 -5.350 0.599  O71 0.976
103 O -3.686 2.653 -3.770  H23 0.987, H33 0.940
104 H 1.955 -1.073 -1.618  O37 0.954
105 H 2.400 -2.092 1.128  O4 1.002
106 H -0.192 0.333 -2.448  O98 0.948
107 H -3.835 -2.468 2.856  O82 0.984
108 H -5.347 -1.208 1.035  O61 0.972
109 O -0.952 -1.395 -2.290  H1 0.942, H9 1.035
110 H 2.490 2.931 2.332  O38 0.966
111 H -2.767 -0.357 -3.476  O25 1.016
112 H -4.324 -2.508 -1.595  O94 0.944
113 H -4.468 -4.146 -0.301  O68 0.946
114 H -0.463 -1.046 -5.115  O76 1.044
115 H -5.165 0.478 -2.791  O89 0.973
116 H 0.424 -3.761 4.705  O119 0.971
117 O 5.697 -0.842 0.055  H27 0.951, H64 0.939
118 H -1.711 3.468 -1.113  O67 0.990
119 O 0.115 -3.418 3.852  H15 0.993, H116 0.971
120 H -2.385 -1.890 -4.748  O35 1.001

- E_LUMO (eV) = -0.576
- E_HOMO (eV) = -10.1
- orbital gap (eV) = 9.51

=====

Among the structures shown above, <2> is the most stable, with the second-best lying 298.2 kJ/mol higher.